Entry from the OMol25 dataset: a 11-piece molecular cluster, C63H64F3N11O4 overall in a non-equilibrium geometry (wB97M-V/def2-TZVPD).

Positions of all 145 atoms, in Å:
H -1.916 1.960 0.618
N -1.638 2.684 -0.080
C -2.741 3.521 -0.294
C -2.470 4.725 -1.423
C -1.760 3.935 -2.710
C -2.628 3.134 -3.658
C -4.257 3.049 -3.499
C -4.810 1.733 -2.693
O -5.100 0.695 -3.717
C -1.785 2.355 -4.870
O -2.414 1.810 -5.941
C -0.123 2.209 -4.748
C 0.682 3.041 -3.813
C 2.324 3.002 -3.654
C 2.839 1.809 -2.651
O 2.495 2.151 -1.258
C 2.210 0.325 -2.962
F 2.333 -0.052 -4.395
F 3.019 -0.650 -2.140
F 0.794 0.166 -2.472
C -0.130 4.097 -2.847
O 0.505 5.101 -2.183
H -3.771 3.356 0.246
H -3.443 5.305 -1.717
H -1.735 5.477 -0.894
H -4.694 2.967 -4.607
H -4.664 4.036 -3.006
H -5.874 2.041 -2.248
H -4.129 1.361 -1.816
H -5.043 -0.179 -3.211
H 0.442 1.421 -5.422
H 2.875 2.958 -4.705
H 2.676 4.030 -3.166
H 4.013 1.750 -2.732
H 1.525 2.403 -1.173
C 2.305 5.421 -9.168
C 1.708 4.194 -8.901
C 1.756 3.710 -7.603
N 2.353 4.360 -6.580
C 2.926 5.548 -6.871
C 2.927 6.116 -8.135
H 2.287 5.833 -10.173
H 1.217 3.627 -9.684
H 1.302 2.758 -7.344
H 3.401 6.050 -6.032
H 3.400 7.075 -8.310
C 0.573 -2.658 -6.967
C 0.880 -2.807 -8.316
C 0.453 -1.826 -9.197
N -0.247 -0.733 -8.824
C -0.532 -0.617 -7.509
C -0.146 -1.542 -6.552
H 0.892 -3.405 -6.246
H 1.437 -3.665 -8.672
H 0.671 -1.896 -10.259
H -1.098 0.269 -7.235
H -0.400 -1.396 -5.508
C -6.262 -0.162 2.645
C -4.945 -0.440 2.294
C -4.059 0.619 2.181
N -4.401 1.910 2.388
C -5.687 2.149 2.726
C -6.644 1.157 2.867
H -6.984 -0.967 2.745
H -4.616 -1.457 2.114
H -3.020 0.454 1.913
H -5.937 3.194 2.885
H -7.662 1.406 3.142
C 8.442 1.341 -4.006
C 8.078 2.265 -3.033
C 6.891 2.961 -3.202
N 6.068 2.798 -4.260
C 6.450 1.895 -5.189
C 7.614 1.148 -5.107
H 9.364 0.775 -3.907
H 8.702 2.439 -2.163
H 6.562 3.691 -2.468
H 5.772 1.783 -6.031
H 7.870 0.435 -5.882
C -3.315 -5.727 4.719
C -3.008 -5.876 3.371
C -3.435 -4.895 2.489
N -4.136 -3.802 2.863
C -4.420 -3.686 4.178
C -4.034 -4.611 5.135
H -2.997 -6.474 5.440
H -2.451 -6.734 3.015
H -3.217 -4.965 1.427
H -4.986 -2.800 4.452
H -4.288 -4.465 6.179
C 0.475 -2.441 6.872
C -0.556 -2.860 6.038
C -1.512 -1.932 5.659
N -1.504 -0.640 6.057
C -0.491 -0.263 6.867
C 0.512 -1.117 7.296
H 1.244 -3.140 7.188
H -0.613 -3.886 5.691
H -2.335 -2.210 5.007
H -0.509 0.779 7.174
H 1.303 -0.758 7.945
C 6.426 -2.701 -1.281
C 5.066 -2.884 -1.509
C 4.540 -4.156 -1.354
N 5.273 -5.233 -0.996
C 6.590 -5.025 -0.783
C 7.206 -3.791 -0.909
H 6.873 -1.718 -1.391
H 4.431 -2.055 -1.801
H 3.484 -4.349 -1.518
H 7.157 -5.907 -0.499
H 8.269 -3.681 -0.723
C -9.095 3.886 7.488
C -9.704 4.790 6.623
C -10.000 4.369 5.337
N -9.727 3.130 4.870
C -9.134 2.276 5.732
C -8.803 2.603 7.037
H -8.849 4.180 8.504
H -9.943 5.797 6.944
H -10.478 5.036 4.626
H -8.924 1.288 5.332
H -8.329 1.876 7.686
C 4.193 -6.960 8.919
C 3.151 -6.448 9.686
C 2.273 -5.559 9.088
N 2.370 -5.155 7.803
C 3.393 -5.668 7.084
C 4.319 -6.565 7.591
H 4.901 -7.660 9.353
H 3.026 -6.735 10.724
H 1.442 -5.134 9.644
H 3.451 -5.326 6.054
H 5.119 -6.946 6.967
C 2.438 -0.805 0.870
C 1.820 -1.587 1.841
C 2.303 -1.525 3.138
N 3.345 -0.751 3.516
C 3.925 -0.005 2.551
C 3.511 0.003 1.229
H 2.086 -0.826 -0.157
H 0.982 -2.228 1.594
H 1.853 -2.114 3.932
H 4.761 0.606 2.880
H 4.014 0.624 0.496

Atoms 1-2, force components in eV/Å:
0.1 0.8 -0.5
-5.4 3.3 -0.5

Summary:
charge = 0
HOMO = -9.23 eV
lowest unoccupied orbital energy = -1.56 eV
total energy = -3641.5009 hartree

Atom charges from the Mulliken analysis, given in e for atoms 1 to 6: 0.20 -0.43 0.01 -1.00 0.22 0.62

Entry from the OMol25 dataset: C4H6OS2 as an isolated structure in a non-equilibrium geometry (wB97M-V/def2-TZVPD).

Positions of all 13 atoms, in Å:
C -1.068 0.708 1.139
C 0.173 -1.052 -0.112
C 0.404 -0.420 -1.420
C 0.479 0.722 0.849
H -1.338 0.458 2.116
H -1.605 1.501 0.554
H 0.397 -2.158 -0.283
H 0.981 -1.190 -2.176
H -0.718 -0.183 -2.015
H 1.128 1.316 1.530
O 0.988 -0.578 0.872
S -1.554 -0.828 0.192
S 1.137 1.149 -0.781

Atoms 1-2, force components in eV/Å:
0.7 -0.1 -3.8
-0.1 -6.1 -1.7

Summary:
charge = 0
HOMO = -8.54 eV
lowest unoccupied orbital energy = 0.70 eV
energy relative to the best compared isomer or geometry (same formula, charge and spin) = 257.0 kJ/mol
total energy = -1027.5337 hartree

Atom charges from the natural (NBO) analysis, given in e for atoms 1 to 6: -0.53 -0.14 -0.58 -0.09 0.24 0.25